# 1
{"formula": "C24H29ILuN5O", "method": "wB97M-V/def2-TZVPD", "species": ["C", "I", "H", "H", "H", "C", "C", "N", "C", "N", "H", "H", "C", "C", "N", "H", "N", "H", "Lu", "C", "O", "C", "C", "H", "H", "H", "C", "H", "H", "H", "C", "H", "H", "H", "C", "H", "H", "H", "C", "C", "C", "C", "C", "C", "N", "C", "C", "C", "C", "C", "C", "H", "H", "H", "H", "H", "H", "H", "H", "H", "H"], "xyz": [[1.742, -0.888, -2.052], [-3.388, -1.238, -2.452], [1.385, -1.663, -2.746], [2.770, -1.168, -1.751], [1.833, 0.030, -2.653], [-0.519, 3.323, 1.273], [-1.757, 2.868, 1.016], [-1.646, 1.829, 0.067], [-0.270, 1.548, -0.042], [0.364, 2.554, 0.556], [-0.194, 4.116, 1.926], [-2.704, 3.232, 1.365], [1.311, -2.037, 1.040], [0.830, -0.740, -0.834], [1.507, -0.819, 0.421], [0.021, -3.720, 0.499], [-0.151, -1.873, -0.666], [1.923, -2.367, 1.892], [-1.986, -0.427, -0.429], [0.295, 0.699, -1.130], [0.499, 1.301, -2.225], [0.303, -2.675, 0.402], [-0.543, -2.697, -1.838], [-0.683, -2.059, -2.719], [-1.505, -3.193, -1.610], [0.223, -3.473, -1.979], [2.755, -0.122, 0.643], [3.500, -0.849, 1.017], [2.625, 0.675, 1.391], [3.098, 0.311, -0.309], [1.786, 2.872, 0.475], [1.920, 3.944, 0.296], [2.239, 2.325, -0.353], [2.275, 2.636, 1.428], [-2.553, 1.998, -1.084], [-2.816, 1.072, -1.663], [-2.114, 2.703, -1.819], [-3.489, 2.398, -0.672], [-0.900, 2.024, 4.395], [-2.252, 1.978, 4.022], [-2.707, 0.998, 3.144], [-1.805, 0.041, 2.649], [-0.455, 0.067, 3.043], [0.001, 1.077, 3.889], [-2.287, -0.886, 1.696], [-2.318, -2.251, 1.977], [-2.916, -3.132, 1.031], [-2.750, -4.507, 1.186], [-2.051, -5.012, 2.286], [-1.539, -4.150, 3.264], [-1.717, -2.774, 3.139], [-0.531, 2.813, 5.059], [-2.943, 2.739, 4.389], [-3.742, 0.966, 2.799], [0.209, -0.706, 2.655], [1.063, 1.117, 4.153], [-3.515, -2.718, 0.205], [-3.187, -5.185, 0.451], [-1.925, -6.088, 2.404], [-1.013, -4.537, 4.138], [-1.341, -2.093, 3.904]], "forces_ev_per_a": [[1.5064, -1.7169, -0.7656], [-2.5555, -1.0854, -2.6994], [0.2607, 0.1209, 0.1673], [-0.3594, -0.2936, -0.0355], [-0.3932, -0.1617, 0.5463], [0.2876, -0.1121, -0.2352], [-0.0920, 0.8836, 0.2340], [-2.1895, -0.2686, 0.3238], [0.7433, -3.7491, -1.9337], [2.1277, 2.5768, 2.2175], [0.0002, 0.0203, 0.0007], [-0.0101, -0.1107, 0.0180], [-0.5556, -0.6866, -0.7881], [0.9645, 3.1936, -2.4004], [1.2737, -0.1520, 2.0820], [-0.3683, 0.4362, 0.2063], [-1.4121, -0.7473, -0.4291], [-0.4760, 0.2054, -0.4758], [2.5874, 1.4349, 2.4320], [-3.2539, -1.9141, 3.9316], [0.5669, 2.1378, -3.8440], [1.5252, -0.8044, 0.9916], [0.3649, -0.1950, 0.4337], [0.1764, -0.3462, 0.2830], [0.5703, 0.1816, -0.1291], [-0.0263, 0.1235, -0.3433], [-0.2785, -0.1640, 0.0457], [-0.0329, 0.3529, -0.1987], [0.2215, -0.2681, -0.2373], [0.0173, -0.0491, 0.4539], [-0.6239, -0.0899, 0.1450], [-0.1157, 0.0635, -0.0769], [-0.2331, 0.0179, 0.1266], [0.0971, -0.0116, -0.2494], [-0.0518, 1.0833, -1.0435], [0.2718, 0.9879, 0.2274], [-0.1942, -0.2843, 0.0408], [0.1333, -0.1607, -0.1863], [-0.0895, -0.0281, -0.0713], [0.4896, 0.2313, 0.2173], [0.4355, -0.5052, 0.1010], [-0.4990, -0.1921, 0.1616], [-0.1564, 0.2798, -0.3033], [-0.2358, 0.0639, 0.1739], [-0.4025, -1.2070, 0.5959], [0.1334, 1.6756, -0.1755], [0.1527, -0.1841, 0.3398], [-0.0437, 0.4666, 0.1851], [0.1878, -0.4423, 0.0800], [-0.5073, 0.4986, -0.2181], [0.1819, -0.8608, 0.2144], [-0.1942, -0.2288, -0.2211], [0.1502, -0.1541, -0.0272], [0.2583, -0.0126, 0.0799], [-0.1908, 0.3559, 0.1001], [-0.3487, 0.0338, -0.0120], [0.3414, -0.2279, 0.3767], [0.1006, 0.1099, 0.1723], [-0.0028, 0.1592, -0.0802], [-0.1493, -0.0289, -0.2071], [-0.0855, -0.2516, -0.3183]], "mulliken_charge": [-2.09, 0.06, 0.32, 0.38, 0.44, -0.99, -1.51, 1.07, 1.06, 0.46, 0.43, 0.69, -1.42, 1.27, 0.92, 0.62, 0.99, 0.36, 0.19, -1.22, -0.37, -0.82, -2.29, 0.62, 0.56, 0.29, -1.42, 0.39, 0.07, 0.48, -1.47, 0.43, 0.29, 0.32, -1.29, -0.34, 0.60, 0.39, -0.65, -0.62, -0.37, -0.42, 1.59, -1.28, -0.11, 0.42, -0.25, -0.66, -0.64, -0.58, -0.37, 0.36, 0.30, 0.34, 0.15, 0.35, 0.44, 0.40, 0.30, 0.38, 0.43], "charge": -2, "e_homo_ev": [2.56, 2.57], "gap_ev": [1.84, 1.85]}

# 2
{"formula": "C46H67F3N11O5", "method": "wB97M-V/def2-TZVPD", "species": ["C", "C", "O", "C", "C", "O", "C", "C", "O", "C", "N", "C", "C", "N", "C", "O", "O", "C", "N", "C", "C", "C", "F", "F", "F", "H", "H", "H", "H", "H", "H", "H", "H", "H", "H", "H", "H", "H", "H", "H", "H", "H", "H", "H", "H", "H", "H", "H", "H", "H", "H", "H", "N", "C", "C", "C", "C", "H", "H", "H", "H", "H", "N", "C", "C", "C", "C", "H", "H", "H", "H", "H", "N", "C", "C", "C", "C", "H", "H", "H", "H", "H", "N", "C", "C", "C", "C", "H", "H", "H", "H", "H", "N", "C", "C", "C", "C", "H", "H", "H", "H", "H", "N", "C", "C", "C", "C", "H", "H", "H", "H", "H", "N", "C", "C", "C", "C", "H", "H", "H", "H", "H", "N", "C", "C", "C", "C", "H", "H", "H", "H", "H"], "xyz": [[3.452, -0.006, 1.650], [3.475, 0.582, 0.250], [2.711, 1.767, 0.281], [2.589, 2.387, -0.975], [1.926, 3.712, -0.775], [0.529, 3.457, -0.628], [-0.070, 4.252, 0.381], [-1.489, 3.834, 0.532], [-1.538, 2.736, 1.430], [-2.768, 2.170, 1.713], [-2.624, 0.718, 1.453], [-3.884, 0.100, 0.957], [-3.746, 0.166, -0.591], [-2.437, 0.821, -0.797], [-1.830, 0.324, -2.052], [-0.523, 0.792, -2.217], [-0.600, 2.219, -2.291], [-1.777, 0.533, 0.362], [-0.549, 0.165, 0.460], [0.171, -0.084, 1.709], [0.349, -1.592, 1.909], [1.593, -2.121, 1.216], [2.639, -2.317, 2.052], [1.287, -3.323, 0.617], [1.980, -1.288, 0.202], [2.898, -0.936, 1.693], [4.441, -0.237, 2.025], [3.028, 0.713, 2.339], [3.030, -0.108, -0.468], [4.514, 0.752, -0.027], [1.950, 1.777, -1.618], [3.545, 2.475, -1.490], [2.302, 4.173, 0.132], [2.133, 4.391, -1.598], [-0.045, 5.293, 0.063], [0.443, 4.111, 1.329], [-1.905, 3.577, -0.442], [-2.080, 4.660, 0.918], [-2.992, 2.286, 2.766], [-3.559, 2.606, 1.106], [-4.774, 0.515, 1.402], [-3.828, -0.927, 1.292], [-3.764, -0.875, -0.894], [-4.573, 0.642, -1.096], [-1.804, -0.761, -2.109], [-2.432, 0.683, -2.882], [-0.345, 2.572, -1.422], [-0.022, 0.048, -0.404], [-0.378, 0.304, 2.552], [1.120, 0.432, 1.663], [0.350, -1.831, 2.962], [-0.502, -2.099, 1.475], [3.569, -3.451, -0.916], [2.754, -4.368, -0.307], [3.484, -5.000, 0.662], [4.791, -4.442, 0.639], [4.811, -3.489, -0.344], [3.295, -2.847, -1.668], [1.730, -4.491, -0.616], [3.125, -5.777, 1.316], [5.619, -4.710, 1.274], [5.598, -2.836, -0.683], [-0.125, -3.606, -2.160], [-0.986, -4.415, -2.848], [-1.368, -3.748, -3.982], [-0.708, -2.489, -3.981], [0.056, -2.433, -2.846], [0.310, -3.837, -1.287], [-1.252, -5.389, -2.474], [-2.043, -4.120, -4.733], [-0.782, -1.718, -4.731], [0.711, -1.664, -2.471], [-4.564, -3.597, -6.335], [-5.124, -3.720, -7.577], [-5.299, -2.463, -8.086], [-4.824, -1.542, -7.113], [-4.375, -2.272, -6.045], [-4.331, -4.361, -5.730], [-5.349, -4.688, -7.990], [-5.721, -2.227, -9.047], [-4.814, -0.468, -7.190], [-3.939, -1.966, -5.110], [0.600, 1.601, 4.858], [1.209, 2.747, 5.297], [1.874, 2.450, 6.454], [1.663, 1.070, 6.724], [0.876, 0.574, 5.723], [0.040, 1.528, 4.031], [1.116, 3.670, 4.751], [2.450, 3.143, 7.043], [2.047, 0.509, 7.558], [0.491, -0.417, 5.552], [-2.637, 7.443, -0.158], [-3.503, 7.099, -1.164], [-3.119, 7.767, -2.294], [-1.974, 8.541, -1.961], [-1.701, 8.321, -0.638], [-2.682, 7.111, 0.786], [-4.313, 6.414, -0.989], [-3.603, 7.710, -3.254], [-1.419, 9.188, -2.617], [-0.927, 8.712, 0.000], [1.876, -6.494, 0.964], [2.679, -7.101, 0.034], [2.654, -8.447, 0.275], [1.802, -8.663, 1.393], [1.336, -7.441, 1.794], [1.711, -5.509, 1.028], [3.195, -6.525, -0.715], [3.187, -9.195, -0.285], [1.561, -9.608, 1.848], [0.672, -7.165, 2.594], [-7.159, 6.059, 0.836], [-6.794, 7.353, 0.561], [-7.863, 8.156, 0.845], [-8.913, 7.319, 1.312], [-8.450, 6.033, 1.297], [-6.575, 5.256, 0.717], [-5.812, 7.588, 0.191], [-7.891, 9.226, 0.731], [-9.896, 7.629, 1.623], [-8.924, 5.107, 1.571], [8.483, -4.168, 1.259], [9.089, -3.023, 1.702], [9.764, -3.325, 2.853], [9.560, -4.708, 3.113], [8.768, -5.200, 2.112], [7.918, -4.241, 0.434], [8.988, -2.098, 1.162], [10.341, -2.635, 3.443], [9.953, -5.275, 3.940], [8.385, -6.190, 1.933]], "forces_ev_per_a": [[0.3846, 0.3960, 0.0765], [0.6375, -0.0292, 0.4230], [-0.0335, 0.4159, 0.0402], [-0.0355, -0.3219, -0.1667], [0.2087, -0.2345, -0.1335], [0.4203, 0.8869, 1.3682], [0.0071, 0.2594, -0.3770], [-0.6473, 0.1981, 0.0680], [0.6149, 0.0044, 0.2624], [0.3287, -0.0844, 0.1599], [-0.5940, -0.3005, 0.3271], [0.8561, -0.2200, 0.1198], [-1.1369, 0.0435, 0.8842], [0.2680, -2.3219, -0.4497], [0.0543, 0.9500, -0.6619], [-0.0158, 0.0106, 0.6042], [-1.0011, -0.8339, -1.9735], [-0.3254, 1.1765, -0.2422], [0.5920, -0.0971, 0.1510], [-0.1371, -0.3222, 0.2131], [0.2033, 0.5299, -0.2377], [-1.0449, -1.2122, -0.1885], [-1.6814, -2.8541, -0.3805], [-2.0979, 3.2682, 2.7104], [-2.1680, -2.6002, 0.0433], [1.9575, 3.4201, 0.4715], [0.3318, 0.0250, 0.0013], [-0.0248, 0.3586, 0.2406], [0.8075, 0.7553, -0.3060], [0.1113, 0.4792, -0.3274], [-0.0514, -0.0892, -0.2687], [0.3113, 0.1580, 0.1258], [0.1090, 0.0410, 0.2216], [-0.2714, 0.0791, -0.2746], [0.0929, 0.2241, 0.1378], [0.2041, 0.1323, 0.1440], [-0.1609, -0.1559, -0.1324], [-0.0765, 0.1667, 0.1997], [-0.2264, 0.0926, 0.2506], [-0.2126, 0.0132, -0.2430], [-0.1035, 0.4976, -0.0156], [-0.2897, -0.3091, -0.0877], [0.4268, -0.1221, -0.6154], [0.0264, 0.5004, -0.1447], [0.2358, -0.2418, 0.2461], [-0.2942, 0.1410, -0.0018], [0.6768, -0.2218, 0.3290], [-0.0349, 0.2470, -0.0771], [-0.4095, 0.1563, -0.1432], [0.0635, 0.1998, -0.0871], [0.3244, -0.1457, 0.2616], [-0.1803, -0.1995, -0.0916], [-0.2468, -0.1112, -0.1209], [2.2222, -0.9681, -1.4650], [3.1477, 2.9400, 0.9377], [-0.1049, 0.4478, -0.2981], [0.4231, 0.1060, 0.0791], [0.0544, -0.0330, -0.1600], [1.1172, -0.8856, -0.7616], [2.9823, 2.0595, 0.4647], [-0.0284, 0.0007, 0.0724], [-0.0016, 0.0278, -0.0581], [-0.0961, 0.0179, -0.0182], [-0.0353, 0.0789, 0.0279], [-0.0674, 0.0094, 0.0353], [-0.0582, 0.0133, -0.0254], [0.0366, -0.0173, 0.1499], [-0.1494, 0.0374, -0.1311], [0.0140, -0.0249, -0.0213], [0.0490, -0.0035, -0.0614], [0.0314, -0.0123, -0.0463], [0.0645, 0.0353, -0.0425], [0.0327, 0.0419, -0.0240], [0.0028, -0.0283, 0.0424], [-0.0033, 0.0217, -0.0100], [0.0100, 0.0286, 0.0042], [-0.0063, -0.0483, 0.0417], [-0.0248, -0.0399, 0.0160], [-0.0122, -0.0036, -0.0176], [-0.0015, 0.0056, -0.0125], [0.0021, 0.0129, -0.0134], [0.0108, -0.0010, 0.0097], [0.0513, -0.0210, -0.0268], [-0.0324, 0.0068, -0.0311], [0.0124, -0.0139, -0.0013], [0.0309, -0.0006, 0.0068], [-0.0255, -0.0154, -0.0678], [-0.0253, 0.1475, 0.0404], [0.0002, 0.0223, 0.0132], [0.0082, 0.0024, 0.0117], [0.0077, -0.0023, 0.0119], [-0.0279, -0.0224, 0.0482], [0.0721, -0.1179, -0.0184], [0.0469, -0.0669, 0.0446], [0.0361, -0.0206, -0.0177], [0.0141, -0.0220, -0.0140], [0.0246, -0.0253, 0.0151], [-0.0704, 0.1118, 0.0722], [-0.0290, 0.0000, -0.0412], [-0.0094, 0.0089, -0.0090], [-0.0025, 0.0179, -0.0093], [-0.0121, 0.0506, 0.0060], [-4.1203, -3.0264, -0.1956], [-0.6472, -1.9868, -1.2290], [-0.1897, 0.1531, 0.0319], [-0.0534, -0.2009, 0.2104], [-0.2007, -0.1322, -0.2311], [-1.0251, -0.6481, 0.1666], [-0.1906, -0.8166, 0.0829], [0.0258, -0.0049, -0.0072], [0.0477, -0.0114, 0.0591], [0.0079, -0.0138, 0.0407], [-0.0227, 0.0710, 0.0441], [-0.0238, -0.0651, 0.0320], [-0.0228, 0.0115, 0.0280], [-0.0025, 0.0314, 0.0004], [0.0522, -0.0447, -0.0262], [0.0037, -0.0521, -0.0168], [-0.0060, 0.0705, -0.0315], [-0.0022, 0.0155, -0.0008], [-0.0124, 0.0073, 0.0024], [-0.0231, -0.0005, -0.0029], [0.0054, 0.0175, 0.0017], [-0.0606, -0.0014, -0.0243], [0.0057, -0.0034, 0.0221], [0.0036, 0.0141, 0.0195], [-0.0560, 0.0029, -0.0240], [0.0166, -0.0379, -0.0513], [0.0187, 0.0164, 0.0004], [0.0154, 0.0042, 0.0053], [0.0124, -0.0076, 0.0070], [0.0095, -0.0187, 0.0055]], "mulliken_charge": [-1.42, -0.12, -0.20, -0.33, -0.84, -0.21, -0.97, -0.66, -0.01, -0.96, 0.10, -0.71, -0.61, 0.26, -0.87, 0.01, -0.61, -0.28, 0.88, -0.98, -1.47, 0.74, -0.36, -0.09, 0.17, -0.04, 0.45, 0.50, 0.20, 0.55, 0.06, 0.53, 0.42, 0.42, 0.47, 0.50, 0.45, 0.47, 0.37, 0.53, 0.38, 0.38, 0.30, 0.53, 0.39, 0.45, 0.46, 0.10, 0.00, 0.81, 0.45, 0.48, 0.23, -1.22, -0.49, -1.10, -0.88, 0.24, 0.97, 0.58, 0.61, 0.46, 0.35, -0.70, -0.58, -0.84, -0.78, 0.47, 0.50, 0.54, 0.57, 0.73, 0.02, -0.51, -0.42, -0.53, -0.40, 0.22, 0.38, 0.40, 0.39, 0.47, 0.11, -0.40, -0.57, -0.60, -0.37, 0.27, 0.38, 0.42, 0.43, 0.36, 0.12, -0.63, -0.70, -0.51, -0.59, 0.25, 0.68, 0.46, 0.44, 0.49, 0.23, -0.23, -0.80, -0.57, -0.50, 0.32, 0.49, 0.45, 0.41, 0.40, 0.10, -0.30, -0.57, -0.44, -0.46, 0.15, 0.39, 0.40, 0.39, 0.37, 0.00, -0.44, -0.45, -0.46, -0.42, 0.23, 0.37, 0.39, 0.41, 0.39], "charge": 1, "e_homo_ev": -9.54, "gap_ev": 6.51, "relative_energy_kcal_mol": 135.7}